The following is a quantum chemistry calculation of 2 unconnected molecules or ions with the total composition C3H16N2OSi2 in a non-equilibrium geometry, from OMol25.

orbital gap (alpha / beta) = 10.500 / 6.761 eV
total charge = +2
energy above the lowest of the compared OMol25 structures with the same formula, charge and spin = 40.18 kcal per mole
HOMO (alpha / beta) = -17.5 / -15.4 eV
multiplicity = 1

Each line ends with the Löwdin charge.
Element x y z (Å)
C1 1.13764 -1.98472 -0.66064  0.023
C2 2.26196 -1.18400 -0.42749  -0.265
C3 -2.20069 -0.49257 -0.17842  -0.114
N1 2.33631 -0.41748 0.89787  0.130
N2 -3.64741 -0.38803 -0.22578  0.151
O1 0.22113 1.03008 0.26123  -0.624
Si1 0.91918 2.51305 -0.53198  0.754
Si2 -1.28871 0.69739 0.96052  0.579
H1 0.58039 -2.42246 0.23363  0.099
H2 0.97947 -2.59969 -1.56842  0.094
H3 2.31200 -0.19278 -0.92446  0.079
H4 3.19128 -1.80821 -0.68464  0.177
H5 -1.89398 -1.35588 -0.78930  0.095
H6 3.23899 0.07495 0.90213  0.160
H7 2.60927 -0.99489 1.71166  0.178
H8 1.51394 0.29667 0.83528  0.075
H9 -4.13681 0.47953 0.11010  0.199
H10 -3.84078 -0.42067 -1.24155  0.192
H11 -4.02448 -1.16956 0.14956  0.121
H12 2.24959 1.74683 -0.80826  -0.019
H13 0.78518 3.69342 0.41451  -0.021
H14 0.03719 2.61824 -1.67625  -0.052
H15 -1.34358 0.30566 2.38285  -0.006
H16 -1.99707 1.97512 0.85786  -0.005


The following is a quantum chemistry calculation of a molecular structure, C3H16N6O5 in a non-equilibrium geometry, from OMol25.

orbital gap = 8.893 eV
total charge = 0
energy above the lowest of the compared OMol25 structures with the same formula, charge and spin = 326.31 kcal per mole
HOMO = -9.2 eV
multiplicity = 1

Each line ends with the Löwdin charge.
Element x y z (Å)
C1 -13.43248 2.32629 22.56773  -0.664
O1 -12.37528 2.88596 22.55075  0.122
N1 -14.17529 1.84024 21.56427  0.128
N2 -13.91989 1.70381 23.60542  0.140
H1 -15.02690 1.34442 21.78571  0.117
H2 -13.94604 2.18175 20.64183  0.130
H3 -14.81598 1.28180 23.40785  0.125
H4 -13.72691 2.07277 24.52560  0.147
C2 -16.66702 -0.06658 19.57531  -0.669
O2 -15.56568 -0.27204 19.04636  0.022
N3 -17.74734 -0.74316 19.38816  0.218
N4 -16.89578 0.78702 20.54904  0.177
H5 -17.76063 -1.57817 18.82010  0.146
H6 -18.51290 -0.52633 20.01024  0.123
H7 -17.66006 0.53457 21.15917  0.148
H8 -16.16612 1.43216 20.81644  0.093
C3 -14.28593 -1.10987 21.77090  -0.633
O3 -14.74991 -2.28808 21.67860  -0.023
N5 -13.42129 -0.70037 22.73459  0.160
N6 -14.59770 -0.14660 20.93819  0.055
H9 -12.96805 -1.50817 23.13726  0.111
H10 -13.16898 0.25178 22.95783  0.054
H11 -15.37881 -0.53004 20.42541  0.036
H12 -14.35175 0.79149 21.22030  -0.157
O4 -14.70409 1.60422 19.39831  -0.126
H13 -15.25676 1.17919 20.05415  0.000
H14 -14.25893 0.88198 18.95511  0.136
O5 -14.21667 3.05596 18.10131  -0.073
H15 -14.84585 2.38138 18.35684  -0.070
H16 -13.85530 3.37299 18.92904  0.026


The following is a quantum chemistry calculation of 4 unconnected molecules or ions with the total composition C3H16NO3 in a non-equilibrium geometry, from OMol25.

orbital gap = 12.357 eV
total charge = +1
energy above the lowest of the compared OMol25 structures with the same formula, charge and spin = 23.26 kcal per mole
HOMO = -15.4 eV
multiplicity = 1

Each line ends with the Löwdin charge.
Element x y z (Å)
C1 0.42322 -0.54315 -1.51077  -0.145
C2 1.42342 0.25796 -2.30974  -0.232
C3 1.19610 1.75748 -2.60105  -0.082
N1 0.03260 0.12388 -0.20448  0.181
H1 -0.42317 -0.92610 -2.06667  0.132
H2 0.92832 -1.45296 -1.16774  0.131
H3 1.41995 -0.28117 -3.27398  0.128
H4 2.42564 0.15222 -1.89930  0.118
H5 0.39945 2.22680 -3.16445  0.079
H6 1.15494 2.21577 -1.60407  0.063
H7 2.12102 2.02010 -3.13589  0.091
H8 0.80869 0.06956 0.46702  0.113
H9 -0.09569 1.11072 -0.41160  0.143
H10 -0.77363 -0.29340 0.26668  0.109
H11 -1.02401 -0.49299 2.12128  0.002
H12 -1.84359 -0.18370 3.37035  0.060
O1 -1.47610 -0.91946 2.87765  -0.040
H13 2.53561 -1.13800 2.18598  0.073
H14 1.16950 -1.30666 2.64736  0.062
O2 1.64251 -0.92314 1.89034  -0.045
H15 -3.28620 0.46343 -0.01040  0.055
H16 -3.06350 -0.40866 1.19507  0.052
O3 -2.75496 0.40168 0.77649  -0.045


The following is a quantum chemistry calculation of a molecular structure, C3H16NO3S in a non-equilibrium geometry, from OMol25.

orbital gap = 4.633 eV
total charge = +1
energy above the lowest of the compared OMol25 structures with the same formula, charge and spin = 181.13 kcal per mole
HOMO = -14.4 eV
multiplicity = 1

Each line ends with the Löwdin charge.
Element x y z (Å)
C1 -1.29641 2.65141 2.03187  -0.016
C2 -1.08510 1.36091 1.18413  -0.469
C3 -0.56401 1.72764 -0.22533  -0.423
S1 -0.56442 0.32211 -1.37615  1.023
N1 -0.18041 0.47488 1.82266  0.161
H1 -1.78940 2.44921 2.99832  0.109
H2 -1.86212 3.37027 1.58293  0.049
H3 -0.37316 3.17385 2.28723  0.105
H4 -2.05753 0.76185 0.88949  0.190
H5 -1.21568 2.52212 -0.68600  0.131
H6 0.51228 2.00890 -0.06700  0.124
H7 -2.31779 -3.35701 -1.76572  0.055
H8 -1.78683 -2.74386 -1.59026  0.004
H9 -0.13237 -0.44378 1.30524  0.074
H10 -0.51448 0.20993 2.76716  0.152
H11 2.56681 -2.06191 -1.71731  -0.019
H12 3.08945 -3.40994 -1.46596  0.034
O1 2.41082 -2.83721 -1.21219  -0.016
H13 0.86178 -2.65537 -0.17533  0.080
H14 -0.11754 -1.37974 -0.10465  -0.108
O2 0.19618 -2.13588 0.40841  -0.091
H15 1.28496 0.03019 -1.88381  -0.078
H16 2.66777 0.25111 -2.87760  0.093
O3 2.26721 -0.28971 -2.13014  -0.164


The following is a quantum chemistry calculation of 5 unconnected molecules or ions with the total composition C3H16NO3S in a non-equilibrium geometry, from OMol25.

orbital gap (alpha / beta) = 8.188 / 3.324 eV
total charge = +2
energy above the lowest of the compared OMol25 structures with the same formula, charge and spin = 139.97 kcal per mole
expectation value of S² = 1.760
HOMO (alpha / beta) = -19.3 / -17.7 eV
multiplicity = 2

Each line ends with the Löwdin charge.
Element x y z (Å)
C1 -1.94303 0.86132 -0.45976  -0.168
C2 -1.77562 0.99030 1.10122  -0.158
C3 -0.32526 0.82255 1.50643  -0.080
S1 1.31614 -2.09483 -0.21108  0.804
N1 -1.58345 -0.35867 -1.04678  0.264
H1 -1.30850 1.63438 -0.90150  0.136
H2 -2.96766 1.11495 -0.74563  0.160
H3 -2.13953 1.98108 1.37789  0.136
H4 -2.48752 0.31475 1.57424  0.122
H5 0.31884 1.45633 0.89644  0.081
H6 -0.14856 1.03596 2.54527  0.097
H7 1.68645 -3.38556 -0.33627  -0.137
H8 -0.61848 -0.74228 -1.06428  0.054
H9 -2.06524 -1.20763 -0.68073  0.128
H10 -0.03124 -0.21078 1.31210  0.010
H11 -2.14733 -3.25095 1.03533  0.104
H12 -0.81121 -2.59562 0.54973  -0.062
O1 -1.70879 -2.40056 0.84946  -0.045
H13 3.35599 -0.54169 -0.44208  -0.021
H14 4.53902 0.32188 -0.15810  0.102
O2 3.85399 0.18487 -0.83223  0.038
H15 2.86492 2.23174 -1.38745  0.099
H16 2.11688 1.61478 -2.61766  0.117
O3 2.00919 2.22368 -1.86456  0.219


The following is a quantum chemistry calculation of 6 unconnected molecules or ions with the total composition C3H16NO4 in a non-equilibrium geometry, from OMol25.

orbital gap = 2.104 eV
total charge = +1
energy above the lowest of the compared OMol25 structures with the same formula, charge and spin = 228.40 kcal per mole
HOMO = -12.5 eV
multiplicity = 1

Each line ends with the Löwdin charge.
Element x y z (Å)
O1 1.07674 -0.34685 -0.75027  -0.039
C1 4.95158 -0.98895 -1.94241  0.034
C2 3.99893 -0.08285 -1.62709  0.019
N1 -2.85400 -0.79298 1.34476  0.237
C3 -2.35810 -1.99068 0.80640  -0.062
H1 0.76826 0.20734 -0.01777  -0.001
H2 5.98635 -0.67404 -2.00813  0.068
H3 4.63242 -1.98593 -2.17094  0.061
H4 2.98219 -0.39564 -1.77757  0.025
H5 4.17170 0.96779 -1.44579  0.070
H6 -2.29885 0.06125 1.24688  0.056
H7 -3.82337 -0.61804 1.06716  0.154
H8 -1.98571 -1.99080 -0.22643  0.135
H9 -3.10975 -2.76217 0.89996  0.108
H10 -1.52097 -2.32124 1.42276  0.126
H11 -0.67362 1.49230 1.48037  -0.036
H12 0.64547 1.50498 2.45599  0.074
O2 0.27611 1.12901 1.64763  -0.019
H13 -2.28332 0.77287 -1.82587  0.066
H14 -1.92385 1.23816 -0.31838  0.013
O3 -1.90384 0.47252 -0.99351  -0.068
H15 0.38899 -0.16066 -1.40754  0.038
H16 -2.37561 2.72529 1.05822  0.086
O4 -1.97636 1.83506 1.12315  -0.145


The following is a quantum chemistry calculation of 5 unconnected molecules or ions with the total composition C3H16O4 in a non-equilibrium geometry, from OMol25.

orbital gap (alpha / beta) = 10.284 / 2.676 eV
total charge = +1
energy above the lowest of the compared OMol25 structures with the same formula, charge and spin = 32.69 kcal per mole
expectation value of S² = 0.753
HOMO (alpha / beta) = -13.4 / -13.3 eV
multiplicity = 2

Each line ends with the Löwdin charge.
Element x y z (Å)
C1 0.75259 -0.27342 2.48572  -0.004
C2 0.12707 -0.88211 1.20323  -0.156
C3 -1.28859 -0.33536 0.80298  0.024
H1 1.22059 0.61043 2.18350  0.089
H2 1.63503 -0.79729 2.94820  0.141
H3 -0.01895 0.00942 3.07831  0.048
H4 -0.09350 -1.89493 1.39412  0.160
H5 0.86772 -0.90247 0.34522  0.143
H6 -1.86880 0.08632 1.67386  0.126
H7 -1.18960 0.43875 0.02068  0.111
H8 -1.94609 -0.94743 0.26652  0.082
H9 2.71015 -0.65442 -2.80802  0.083
H10 1.60846 0.44038 -2.89945  -0.023
O1 1.93689 -0.32165 -3.40009  -0.103
H11 -2.58203 2.74003 -0.73273  0.044
H12 -2.10794 3.04921 0.69334  0.117
O2 -1.78015 2.77155 -0.23598  -0.018
H13 0.47068 1.86529 -0.78655  0.028
H14 1.37314 2.73973 -1.54118  -0.006
O3 0.79986 2.06832 -1.68535  0.001
H15 0.33319 -3.80620 -0.81528  0.007
H16 -0.94760 -3.00902 -1.19230  0.063
O4 -0.01212 -2.99513 -0.99874  0.044


The following is a quantum chemistry calculation of a molecular structure, C3H16O5 in a non-equilibrium geometry, from OMol25.

orbital gap = 6.559 eV
total charge = 0
energy above the lowest of the compared OMol25 structures with the same formula, charge and spin = 376.40 kcal per mole
HOMO = -6.4 eV
multiplicity = 1

Each line ends with the Löwdin charge.
Element x y z (Å)
C1 0.08966 1.73330 0.62159  -0.141
O1 -1.28063 1.87832 0.81961  -0.012
H1 0.28153 1.35136 -0.38112  0.095
H2 0.60006 2.69588 0.65375  0.109
H3 0.60726 1.09931 1.34148  0.103
H4 -1.47548 2.43908 1.57406  0.136
C2 -0.63747 -0.14664 -2.62154  0.015
O2 0.03746 0.02612 -1.39690  -0.048
H5 -1.06259 -1.14741 -2.69794  0.118
H6 -1.42660 0.60482 -2.64746  0.120
H7 0.06692 -0.00665 -3.44149  0.101
H8 0.82232 -0.52295 -1.46099  0.139
C3 1.46182 -1.06998 0.68463  -0.077
O3 0.73500 -1.03618 1.85604  0.034
H9 0.89317 -0.58815 -0.11072  0.057
H10 2.40429 -0.54689 0.84658  0.107
H11 1.83314 -2.05645 0.40692  0.115
H12 1.34725 -1.34831 2.52634  0.159
O4 -1.08543 -0.13377 0.05580  -0.016
H13 -0.97227 0.78438 0.30161  -0.104
H14 -0.64864 -0.21071 -0.79243  -0.330
O5 -1.06431 -1.58347 1.39507  -0.089
H15 -1.36604 -0.85601 0.85101  -0.226
H16 -0.16044 -1.35903 1.61610  -0.368